Model i:
Here is a molecular structure, C3H7NS from OMol25. Energies are from ωB97M-V/def2-TZVPD.

Each line ends with the Löwdin charge.
Geometry (Å):
S -1.26188 -0.58889 0.02318  0.7097
N -0.88311 1.02256 -0.34832  -0.3114
C 1.14979 -0.00924 0.70911  -0.4184
C 1.87674 -0.54313 -0.47178  -0.1799
C 0.31058 1.09723 0.06264  -0.3978
H 1.95811 0.46661 1.30716  0.1117
H 0.48835 -0.80572 1.19950  0.0500
H 0.94931 -1.49920 -0.90583  0.1290
H 2.62510 -1.28206 -0.08376  0.0622
H 0.97048 2.01504 0.03712  0.1281
H -2.68488 -0.14264 0.18077  -0.0371
H 2.04268 0.24307 -1.46746  0.1539

Calculated values
- Net charge: 0
- Multiplicity: 1

Model ii:
Here is C3H7NS in the gas phase from OMol25. Energies are from ωB97M-V/def2-TZVPD.

Each line ends with the Löwdin charge.
Geometry (Å):
S -2.33332 -0.53601 0.04300  0.6057
N 1.31487 -1.29672 -0.11108  0.0380
C 0.75763 -0.13949 0.54341  -0.4478
C -0.69598 0.34645 0.54474  -0.5534
C 0.34337 0.92069 -0.31943  -0.2038
H 0.82924 2.10863 -0.64331  0.1912
H -2.66646 0.43654 -1.00771  -0.0888
H -0.81956 0.80227 1.40999  0.0172
H 0.56665 0.31781 -1.31685  0.1137
H 0.91602 0.19723 1.62017  0.1568
H 0.92339 -2.19208 0.27348  0.0960
H 0.86415 -0.96531 -1.03641  0.0751

Calculated values
- Net charge: 0
- Multiplicity: 1
- SMILES string: N[C@H]1C[C@H]1S

model i is preferred energetically. Next in line: 2.7 kcal/mol higher.

Model i:
Here is C3H7NS in the gas phase from OMol25. Energies are from ωB97M-V/def2-TZVPD.

Each line ends with the Löwdin charge.
Geometry (Å):
S -0.35799 1.21399 -1.89848  0.7529
N -0.51071 0.45710 1.50092  0.0417
C 0.07571 -1.15993 -0.31331  -0.1425
C 0.56152 0.14121 -0.87683  -0.6803
C 0.50232 -0.10186 0.64327  -0.3731
H 1.54329 0.11581 -1.20570  0.0552
H 0.76856 -2.00072 -0.33922  0.0983
H -0.26905 1.38167 1.86724  0.0825
H -1.35564 0.48053 0.95248  0.0428
H 1.46706 -0.25065 1.08879  0.1279
H -1.43165 1.18712 -1.04228  -0.1280
H -0.99342 -1.46427 -0.37688  0.1224

Calculated values
- Net charge: 0
- Multiplicity: 1
- SMILES string: N[C@H]1C[C@H]1S

Model ii:
Here is a molecular structure, C3H7NS from OMol25. Energies are from ωB97M-V/def2-TZVPD.

Each line ends with the Löwdin charge.
Geometry (Å):
S 1.64674 -1.49169 0.07860  0.6582
N 1.71031 1.03866 -0.35168  -0.0224
C -0.62674 0.31781 0.31545  -0.3395
C 0.99271 -0.00785 0.08686  -1.0119
C -1.40200 -0.81155 -0.22974  -0.2845
H -0.91315 -1.40437 -1.41324  0.1630
H 2.70486 0.84187 -0.42478  0.0345
H -2.56486 -0.59716 -0.47629  0.0805
H 1.43966 2.22349 0.76630  0.3017
H -0.74557 0.49167 1.52301  0.1500
H -1.47474 -1.87069 0.56688  0.1324
H -0.76722 1.26980 -0.44137  0.1380

Calculated values
- Net charge: 0
- Multiplicity: 1

Model iii:
Here is 2 unconnected molecules or ions with the total composition C3H7NS from OMol25. Energies are from ωB97M-V/def2-TZVPD.

Each line ends with the Löwdin charge.
Geometry (Å):
S -2.13056 0.18306 -0.20006  0.8108
N -2.62762 -0.00916 1.25428  -0.4068
C -1.31089 -1.22698 -0.65477  -0.3839
C 1.37808 0.13184 -0.17134  -0.1209
C 2.34231 1.01431 -0.05170  -0.0805
H 0.56017 -0.09115 0.54743  0.0345
H 2.53158 1.62607 0.91894  0.0830
H -3.19317 0.78219 1.48701  -0.0498
H 3.06270 1.21054 -0.85695  0.0479
H -0.57918 -1.28391 -1.48637  0.0075
H -1.24666 -1.92798 0.26306  0.0541
H 1.21325 -0.40883 -1.04954  0.0042

Calculated values
- Net charge: 0
- Multiplicity: 1

Model iv:
Here is a molecular structure, C3H7NS from OMol25. Energies are from ωB97M-V/def2-TZVPD.

Each line ends with the Löwdin charge.
Geometry (Å):
S 1.41270 0.21989 -0.47237  0.8457
N -0.06957 -0.01060 0.15135  -0.3386
C -0.94413 -0.15215 -0.79040  -0.4731
C 2.44886 0.43789 0.82860  -0.4893
C -2.44186 -0.56869 -0.55806  -0.1527
H -2.10367 -1.42152 0.38743  0.1165
H 2.00951 0.97784 1.37888  -0.1309
H -2.93341 0.69873 0.16548  0.1844
H -2.99168 -1.04150 -1.81281  0.1712
H 3.43783 1.09831 0.98241  0.1215
H -0.67040 0.32468 -1.67426  0.0370
H 2.84582 -0.56287 1.41375  0.1083

Calculated values
- Net charge: 0
- Multiplicity: 1

model i is preferred energetically. Next in line: 54.6 kcal/mol higher.

Model i:
Here is a molecular structure, C3H7FS from OMol25. Energies are from ωB97M-V/def2-TZVPD.

Each line ends with the Löwdin charge.
Geometry (Å):
S 0.12371 0.79282 1.70137  0.5788
F -0.31734 -1.33580 0.06810  -0.1039
C 0.04387 -0.53383 -2.31499  -0.0801
C 0.53050 0.69077 -0.03437  -0.6522
C -0.35307 -0.27527 -0.85423  -0.5002
H -1.03717 -0.73446 -2.66936  0.0884
H -1.39854 0.40752 -1.28777  0.1970
H 1.47753 0.22979 -0.15963  0.0480
H 0.80127 -1.32795 -2.09833  0.0925
H 0.24009 0.37159 -3.04270  0.1287
H 0.31694 1.67734 -0.57973  0.0958
H -0.85129 -0.57681 1.22427  0.1072

Calculated values
- Net charge: 0
- Multiplicity: 1

Model ii:
Here is 2 unconnected molecules or ions with the total composition C3H7FS from OMol25. Energies are from ωB97M-V/def2-TZVPD.

Each line ends with the Löwdin charge.
Geometry (Å):
S 1.43478 1.28680 -1.04686  0.8432
F 1.50687 2.06158 0.43007  -0.4863
C 0.16465 -0.90149 1.11356  -0.1605
C -0.28592 0.92191 -1.31665  -0.3574
C -0.78486 -0.89985 -0.03591  -0.0439
H -0.69655 -1.64177 -0.66898  0.0062
H -0.39068 0.77118 -2.35495  -0.0043
H -0.15554 -0.70661 2.12797  0.0761
H -1.68506 -0.60774 0.28588  0.0177
H 0.75246 -1.75400 1.25946  0.0480
H 0.95611 -0.19393 0.85322  0.0076
H -0.81627 1.66392 -0.64683  0.0534

Calculated values
- Net charge: 0
- Multiplicity: 1

model ii is preferred energetically. Next in line: 13.0 kcal/mol higher.

Model i:
Here is C5H5NS in the gas phase from OMol25. Energies are from ωB97M-V/def2-TZVPD.

Each line ends with the Löwdin charge.
Geometry (Å):
S 2.02376 0.65969 1.43097  0.8182
N -1.89437 0.66861 -3.33821  0.1463
C 0.33601 0.07650 0.96273  -0.5623
C -1.62658 0.68756 -2.20586  -0.2389
C -1.28379 0.61205 -0.84497  -0.0917
C -0.03505 0.26472 -0.45864  -0.0892
C 1.30596 -0.99026 1.30865  -0.4324
H 1.68356 -1.63957 0.54226  0.0737
H -0.39862 0.34847 1.68970  0.1020
H 1.21307 -1.49388 2.24918  0.0657
H -2.06924 0.76216 -0.17945  0.0917
H 0.74528 0.04395 -1.15635  0.1170

Calculated values
- Net charge: 0
- Multiplicity: 1
- SMILES string: N#C/C=C/[C@H]1CS1

Model ii:
Here is a molecular structure, C5H5NS from OMol25. Energies are from ωB97M-V/def2-TZVPD.

Each line ends with the Löwdin charge.
Geometry (Å):
S 2.80454 -0.95710 0.05345  0.5656
N 1.09038 1.73058 0.11172  0.0796
C -2.57638 -1.02214 0.09614  0.0375
C 1.12696 -1.31317 -0.09917  -0.5810
C 0.02375 -0.47402 -0.32972  -0.4021
C -0.07000 0.92910 -0.11390  -0.0527
C -1.28951 -0.95544 -0.12693  -0.2067
H 0.75826 -2.45833 0.19757  0.1272
H -1.02546 1.50733 -0.01917  0.1409
H 1.92379 1.15676 -0.44351  0.0810
H -3.87367 -0.83456 0.59707  0.1653
H 1.10734 2.69100 0.07646  0.0453

Calculated values
- Net charge: 0
- Multiplicity: 1

model i is preferred energetically. Next in line: 101.6 kcal/mol higher.